Entry 1:
C14H8Cl6CuN2OSe as an isolated structure at a distorted geometry, computed with the ωB97M-V functional and the def2-TZVPD basis.

Values from the calculation:
- HOMO (eV) = -4.45
- LUMO level (eV) = 2.5289

Structure (ORCA input):
```
! wB97M-V def2-TZVPD RIJCOSX def2/J DEFGRID3
* xyz -1 1
Cu -0.063 2.136 2.148
Cl -5.307 1.432 -2.746
C -4.093 1.897 -1.614
C -3.280 0.944 -1.010
Cl -3.525 -0.723 -1.368
C -2.301 1.326 -0.110
Cl -1.325 0.108 0.634
C -2.090 2.685 0.268
O -1.252 3.093 1.125
C -2.958 3.618 -0.374
Cl -2.794 5.269 0.077
C -3.924 3.240 -1.281
Cl -4.956 4.426 -1.977
C 1.445 -0.258 -2.054
N 1.871 -0.521 -0.711
C 2.021 0.435 0.250
Se 1.987 2.220 -0.016
N 2.261 -0.165 1.434
C 2.199 -1.521 1.258
C 2.345 -2.564 2.155
C 2.244 -3.851 1.654
C 2.018 -4.083 0.301
C 1.879 -3.044 -0.607
C 1.965 -1.755 -0.111
H 1.418 0.824 -2.181
H 0.439 -0.653 -2.214
H 2.138 -0.688 -2.779
H 2.092 0.332 2.340
H 2.509 -2.368 3.201
H 2.343 -4.696 2.320
H 1.952 -5.097 -0.065
H 1.710 -3.237 -1.655
Cl 1.029 1.235 3.707
*
```



Entry 2:
The molecule C14H8F17IO2, computed with the ωB97M-V functional and the def2-TZVPD basis.

Values from the calculation:
- HOMO (eV) = -9.99
- LUMO level (eV) = -0.0118
- relative energy (zero: lowest compared OMol25 entry of this formula, charge and spin) (kcal/mol) = 0.0
- SMILES string = O=C1O[C@H](CCC(F)(F)C(F)(F)C(F)(F)C(F)(F)C(F)(F)C(F)(F)C(F)(F)C(F)(F)F)C[C@H]1I

Structure (ORCA input):
```
! wB97M-V def2-TZVPD RIJCOSX def2/J DEFGRID3
* xyz 0 1
O -0.599 -4.184 4.344
C -1.030 -3.183 3.871
O -1.871 -3.172 2.803
C -2.187 -1.832 2.389
C -2.252 -1.787 0.868
C -3.113 -0.604 0.403
C -2.963 -0.263 -1.071
F -4.155 0.141 -1.573
F -2.588 -1.340 -1.799
C -1.999 0.909 -1.405
F -2.477 2.007 -0.791
F -2.007 1.117 -2.729
C -0.517 0.731 -0.954
F -0.090 -0.495 -1.282
F -0.475 0.854 0.392
C 0.470 1.771 -1.550
F -0.070 2.988 -1.450
F 0.664 1.498 -2.851
C 1.863 1.789 -0.819
F 1.810 2.722 0.135
F 2.122 0.613 -0.224
C 3.065 2.159 -1.743
F 2.752 3.302 -2.366
F 4.096 2.405 -0.917
C 3.507 1.083 -2.814
F 3.294 1.577 -4.033
F 2.788 -0.046 -2.675
C 5.004 0.669 -2.740
F 5.250 -0.216 -3.712
F 5.792 1.739 -2.917
F 5.288 0.097 -1.565
C -1.105 -0.949 3.030
C -0.739 -1.751 4.270
I -1.964 -1.295 5.958
H -3.179 -1.587 2.794
H -2.694 -2.721 0.516
H -1.242 -1.725 0.456
H -4.172 -0.836 0.550
H -2.901 0.292 0.994
H -0.232 -0.908 2.369
H -1.434 0.069 3.237
H 0.289 -1.638 4.605
*
```



Entry 3:
C14H8F6N2OPRuS as an isolated structure, computed with the ωB97M-V functional and the def2-TZVPD basis.

Values from the calculation:
- HOMO (alpha / beta) (eV) = -15.52 / -15.50
- LUMO level (alpha / beta) (eV) = -8.6922 / -10.9937
- relative energy (zero: lowest compared OMol25 entry of this formula, charge and spin) (kcal/mol) = 0.0

Structure (ORCA input):
```
! wB97M-V def2-TZVPD RIJCOSX def2/J DEFGRID3
* xyz 2 2
Ru 0.423 -1.189 0.654
O -0.666 -0.125 1.769
N -1.888 -0.662 2.030
C -2.509 -0.281 3.165
C -3.769 -0.752 3.410
C -4.377 -1.612 2.488
C -3.708 -1.988 1.343
C -2.427 -1.496 1.117
S -1.452 -1.795 -0.297
H -1.944 0.382 3.804
H -4.274 -0.454 4.317
H -5.371 -1.992 2.679
H -4.147 -2.662 0.620
N 3.644 5.737 -5.829
C 3.243 4.949 -5.099
C 2.741 3.962 -4.185
C 3.463 2.812 -3.908
C 2.956 1.820 -2.988
C 1.735 1.983 -2.351
C 1.019 3.137 -2.634
C 1.523 4.131 -3.555
C 1.247 0.996 -1.435
C 0.925 0.149 -0.637
H 4.423 2.647 -4.384
H 3.549 0.934 -2.798
H 0.061 3.308 -2.160
H 0.932 5.018 -3.749
F 1.874 -2.244 0.848
P 0.496 -4.174 2.984
F 1.624 -3.294 3.527
F 1.116 -5.474 3.554
F -0.189 -2.758 2.357
F -0.793 -4.319 3.800
F 0.518 -4.697 1.543
*
```



Entry 4:
C14H8N2O6S2Sr as an isolated structure, computed with the ωB97M-V functional and the def2-TZVPD basis.

Values from the calculation:
- HOMO (eV) = -8.72
- LUMO level (eV) = -0.9649
- relative energy (zero: lowest compared OMol25 entry of this formula, charge and spin) (kcal/mol) = 18.9

Structure (ORCA input):
```
! wB97M-V def2-TZVPD RIJCOSX def2/J DEFGRID3
* xyz 0 1
Sr 2.148 0.103 0.330
O -0.988 1.373 -2.861
C -0.306 1.129 -1.755
O 0.909 1.184 -1.699
C -1.150 0.780 -0.574
C -2.529 0.782 -0.546
C -3.143 0.442 0.657
C -2.372 0.119 1.759
C -0.985 0.136 1.635
N -0.412 0.466 0.488
C -0.032 -0.194 2.802
O -0.534 -0.437 3.881
O 1.205 -0.153 2.467
H -0.365 1.574 -3.577
H -3.105 1.039 -1.423
H -4.223 0.431 0.729
H -2.808 -0.150 2.710
O 6.482 -0.382 -2.904
S 5.409 -0.053 -2.023
O 4.983 1.320 -1.914
N 4.066 -0.977 -2.305
C 3.712 -1.660 -1.256
S 2.220 -2.464 -1.061
C 4.643 -1.494 -0.066
C 4.499 -1.952 1.240
C 5.425 -1.553 2.196
C 6.493 -0.726 1.857
C 6.631 -0.246 0.557
C 5.686 -0.640 -0.369
H 3.667 -2.574 1.522
H 5.316 -1.893 3.217
H 7.204 -0.436 2.619
H 7.430 0.430 0.284
*
```



Entry 5:
C14H9AuN2O4 as an isolated structure at a distorted geometry, computed with the ωB97M-V functional and the def2-TZVPD basis.

Values from the calculation:
- HOMO (eV) = -9.43
- LUMO level (eV) = -0.8593

Structure (ORCA input):
```
! wB97M-V def2-TZVPD RIJCOSX def2/J DEFGRID3
* xyz 0 1
Au -1.039 -1.712 1.141
N 0.677 -1.285 1.649
C 1.555 -0.601 1.957
C 2.546 0.236 2.474
C 2.417 1.620 2.295
C 3.287 2.468 2.947
C 4.287 1.949 3.756
C 4.428 0.579 3.919
C 3.566 -0.286 3.277
H 1.634 2.013 1.665
H 3.173 3.537 2.846
H 4.958 2.619 4.268
H 5.198 0.189 4.568
H 3.660 -1.353 3.399
O -4.463 -0.454 0.453
C -3.529 -1.060 -0.025
O -2.875 -2.006 0.572
C -3.100 -0.733 -1.453
C -3.972 0.040 -2.215
C -3.684 0.367 -3.529
C -2.494 -0.050 -4.097
C -1.607 -0.797 -3.329
C -1.911 -1.159 -2.023
N -0.337 -1.191 -3.883
O 0.465 -1.717 -3.136
O -0.127 -0.960 -5.055
H -4.885 0.372 -1.744
H -4.386 0.949 -4.108
H -2.231 0.194 -5.114
H -1.209 -1.768 -1.474
*
```



Entry 6:
C14H9BrCl3CoNO4 as an isolated structure at a distorted geometry, computed with the ωB97M-V functional and the def2-TZVPD basis.

Values from the calculation:
- HOMO (alpha / beta) (eV) = -8.34 / -8.39
- LUMO level (alpha / beta) (eV) = -0.7987 / -0.9211

Structure (ORCA input):
```
! wB97M-V def2-TZVPD RIJCOSX def2/J DEFGRID3
* xyz 0 4
Co -0.345 -0.306 0.252
Cl 2.835 0.958 -5.965
C 1.913 0.322 -4.652
C 0.630 -0.194 -4.895
C -0.133 -0.655 -3.860
C 0.315 -0.604 -2.508
O -0.467 -0.973 -1.566
C 1.659 -0.131 -2.293
C 2.205 -0.053 -0.985
O 1.658 -0.388 0.082
C 2.428 0.329 -3.383
H 0.255 -0.222 -5.908
H -1.113 -1.066 -4.044
H 3.222 0.359 -0.919
H 3.428 0.692 -3.199
Cl 1.090 2.921 3.247
C 1.160 2.355 1.574
Cl 2.414 3.210 0.659
C -0.221 2.604 0.872
O -0.661 3.720 0.792
O -0.770 1.537 0.436
H 1.435 1.295 1.593
Br -0.869 -0.771 5.910
C -1.544 -1.142 4.181
C -2.850 -1.580 4.014
C -3.273 -1.845 2.723
C -2.393 -1.673 1.668
N -1.132 -1.248 1.835
C -0.715 -0.988 3.079
H -3.504 -1.713 4.864
H -4.277 -2.190 2.537
H -2.690 -1.896 0.652
H 0.309 -0.663 3.206
*
```



Copy entry 6 word for word.
C14H9BrCl3CoNO4 as an isolated structure at a distorted geometry, computed with the ωB97M-V functional and the def2-TZVPD basis.

Values from the calculation:
- HOMO (alpha / beta) (eV) = -8.34 / -8.39
- LUMO level (alpha / beta) (eV) = -0.7987 / -0.9211

Structure (ORCA input):
```
! wB97M-V def2-TZVPD RIJCOSX def2/J DEFGRID3
* xyz 0 4
Co -0.345 -0.306 0.252
Cl 2.835 0.958 -5.965
C 1.913 0.322 -4.652
C 0.630 -0.194 -4.895
C -0.133 -0.655 -3.860
C 0.315 -0.604 -2.508
O -0.467 -0.973 -1.566
C 1.659 -0.131 -2.293
C 2.205 -0.053 -0.985
O 1.658 -0.388 0.082
C 2.428 0.329 -3.383
H 0.255 -0.222 -5.908
H -1.113 -1.066 -4.044
H 3.222 0.359 -0.919
H 3.428 0.692 -3.199
Cl 1.090 2.921 3.247
C 1.160 2.355 1.574
Cl 2.414 3.210 0.659
C -0.221 2.604 0.872
O -0.661 3.720 0.792
O -0.770 1.537 0.436
H 1.435 1.295 1.593
Br -0.869 -0.771 5.910
C -1.544 -1.142 4.181
C -2.850 -1.580 4.014
C -3.273 -1.845 2.723
C -2.393 -1.673 1.668
N -1.132 -1.248 1.835
C -0.715 -0.988 3.079
H -3.504 -1.713 4.864
H -4.277 -2.190 2.537
H -2.690 -1.896 0.652
H 0.309 -0.663 3.206
*
```